No. 1
Below is a cluster of 13 separate species, C44H123N9O17 in total at a distorted geometry, with properties calculated with wB97M-V/def2-TZVPD.

The geometry in XYZ format:
```
193
Properties=species:S:1:pos:R:3:mulliken_charge:R:1
H 4.18882 -26.93750 -7.28410 -0.584
O 6.31293 -27.56963 -9.40128 -0.603
N 8.17056 -30.35949 -2.82175 -0.758
H 8.43231 -24.95212 -3.26988 0.259
C 11.20381 -24.92723 -5.85423 -1.204
H 6.77342 -24.13323 0.09653 0.366
H 3.09348 -26.43964 -9.14698 0.041
H 7.00091 -23.83935 -3.35514 -0.450
H -2.92959 -23.94540 -0.98043 0.315
H 13.66381 -23.27112 1.99127 0.458
H 6.63111 -21.42343 -5.17548 0.008
H 9.50737 -20.94036 1.26406 0.407
O 3.46675 -24.07127 -1.61364 -0.610
H -1.22439 -25.53413 -2.95892 -0.061
H 3.13003 -31.58142 -4.82958 0.645
O 4.30529 -27.85900 -7.53259 0.925
H 4.00598 -27.40199 -4.68816 0.293
C 9.54401 -19.56155 -2.37421 -0.783
C 13.17010 -24.11144 1.54105 -1.480
O 3.62802 -28.08225 -10.34784 -0.649
H 2.26006 -27.76984 -7.20911 -0.397
C 2.99891 -28.14987 -7.95743 -0.026
H 5.69994 -22.46751 -9.95724 0.342
N 11.09153 -25.44225 1.22915 -0.618
C 8.91808 -21.85725 1.39958 -0.839
O 3.58751 -21.35560 -1.17390 -0.612
H 12.19234 -24.46162 -5.96859 0.357
H 5.83363 -27.84137 -8.56890 0.268
C 7.50352 -24.91252 0.41231 -1.297
C 11.13307 -25.52916 -4.48214 2.601
H 8.37348 -31.44017 -5.33241 0.339
C 4.04587 -26.43422 -4.27605 0.033
H 7.56426 -19.39843 -0.58153 0.362
H 1.74436 -30.60333 -1.77522 0.305
H 5.98571 -30.10150 -8.01065 -0.040
N 12.12602 -26.56722 -4.36347 -0.647
H 9.06657 -27.92315 -3.86919 0.135
H 9.48702 -27.44970 -8.47469 0.543
H 4.52759 -27.50056 0.75696 0.273
C -0.43205 -25.81573 -2.22553 0.736
C 6.10620 -22.86049 -9.02096 -0.491
H 8.62351 -22.17923 0.41842 0.241
H 8.48277 -18.93222 -4.58821 0.255
H 1.24408 -23.46034 -5.23518 0.008
H 9.96483 -23.71486 -7.99504 0.150
H 4.46162 -20.69090 -8.25905 0.351
H 10.54907 -23.78308 -3.40912 0.236
H 7.32465 -30.69208 -2.34356 0.334
C 0.04110 -24.92668 -6.17304 -0.328
H 1.57134 -25.41367 -2.06235 -0.195
H 5.40897 -31.24139 -6.77037 0.157
H 8.68893 -27.42704 -0.60397 0.124
C 3.67026 -23.14261 -2.67866 2.004
H 11.89859 -27.45450 -4.74682 0.247
H 3.56593 -22.09405 -0.52451 0.383
H -0.99590 -29.11933 -5.06885 0.441
H 1.76705 -27.56629 -9.69264 0.391
H 4.56953 -27.81544 -10.25759 0.423
O 10.22609 -23.82797 -5.91193 0.106
C 11.33164 -24.53291 -3.37974 -1.622
C 4.75864 -25.42922 -5.10559 3.732
H 11.02918 -25.70771 -6.64033 0.170
C -3.19903 -24.94391 -1.21421 -0.635
H 4.67683 -22.91854 -2.97437 -0.278
H 9.57038 -22.25748 -6.94732 0.181
H 3.29587 -29.77457 -5.51542 -0.108
H -0.31644 -27.79381 -6.08721 -0.161
H 6.38313 -26.67771 0.89851 0.140
H 3.03725 -25.18809 -6.32464 -0.758
C 7.80094 -29.76280 -4.11869 2.196
H 0.19937 -29.64065 -3.41425 0.456
H 4.17388 -24.77964 -1.57015 0.245
H 6.90548 -29.07191 -4.14159 -0.716
O 0.09481 -22.40847 -6.46805 -0.607
O 5.23339 -22.56596 -7.92392 -0.113
H 0.52974 -27.78894 -1.71662 0.406
O -2.18099 -25.78071 -0.54936 -0.423
H 7.36971 -25.67652 -8.76935 0.272
H 11.65519 -24.42094 2.99631 0.192
H -0.01033 -27.60339 -3.28324 -0.298
C 7.15322 -19.51687 -1.63332 -1.361
H 3.25340 -23.58915 -3.57573 -0.792
C 4.21815 -27.35999 -0.30107 -0.911
H 11.61015 -22.13317 1.94885 0.266
H -4.16562 -25.20975 -0.84099 0.256
H 8.52684 -29.57981 -2.25132 0.272
C 11.62244 -19.70398 -3.22973 -0.631
H 11.57665 -20.73299 -3.48749 0.114
C -0.18717 -28.83196 -5.77991 -0.685
H 2.63887 -28.97496 -3.32156 -1.058
O 8.31274 -25.82583 -8.66748 -0.517
H 2.90497 -29.19533 -7.98169 0.601
H 1.02245 -25.84449 -4.79208 -0.687
H 13.73356 -25.01616 1.89294 0.353
N 4.02447 -25.44215 -6.45056 0.225
H 6.92664 -19.02804 -4.31775 0.056
H 4.87743 -24.40035 -4.71563 -1.145
H 6.33861 -26.87550 -5.79045 -0.496
O 9.62068 -22.88755 2.06098 -0.360
C 6.25447 -26.57807 -1.13572 0.397
H 6.41174 -27.61199 -1.45112 0.509
O 10.46553 -18.96842 -3.27787 -0.404
C 7.05035 -26.38169 0.09166 0.286
O 7.14737 -25.78855 -4.40442 0.573
C -0.86748 -25.36226 -0.83408 -0.469
C 6.33287 -30.82488 -7.27346 -0.399
H 5.60060 -19.16147 -5.99858 0.369
H 12.06994 -19.77117 -2.21761 0.309
O 4.92369 -26.28679 -0.84783 -0.436
C 4.76783 -21.10890 -6.14278 1.631
O 0.90188 -25.97173 -5.73962 0.578
H 4.22503 -28.33671 -0.79846 0.347
C 8.41662 -27.17134 -8.33724 0.772
H 10.09301 -25.43813 1.10762 0.207
H 4.40268 -26.49580 -3.25999 -0.092
C 5.19625 -21.21002 -7.57847 -1.243
H 9.44993 -20.65683 -2.47347 0.130
N 5.68246 -21.84959 -5.29310 0.503
H 11.53543 -25.63759 0.30606 0.240
O 1.06349 -28.92125 -5.06774 0.217
H 10.97368 -22.91805 0.45619 0.238
C 0.78499 -23.60756 -6.17752 -0.258
O 7.18604 -30.16376 -6.36882 -0.114
H -0.26823 -25.03097 -7.21362 0.433
H 3.01833 -26.06285 -4.25131 -0.788
H 8.02077 -27.46115 -7.29509 -0.593
H 3.07444 -21.16852 -3.04876 0.146
H 12.38652 -19.24116 -3.81741 0.344
C 2.80757 -27.52490 -9.31615 -0.588
H 6.52532 -25.20217 -6.27781 0.441
H 13.33404 -23.89712 0.46765 0.291
H 7.11644 -22.52357 -8.81373 0.339
H 6.13539 -20.66843 -7.83224 0.425
H 11.22016 -22.67454 -7.39581 0.334
C 11.70528 -24.26796 1.91240 0.396
H 0.76689 -24.23497 -2.82057 0.052
C -0.25075 -27.36180 -2.30709 -0.970
N 8.03208 -27.48814 0.15703 -0.575
H 12.57362 -26.56909 -3.47457 0.232
H 7.75859 -24.72415 1.49174 0.492
H -0.09816 -22.32186 -7.39047 0.368
H 8.11416 -27.91757 -10.37095 0.326
H 8.01196 -21.60608 1.92223 0.383
H 4.37430 -30.48437 -4.29179 0.397
N 0.86622 -25.23730 -2.74183 0.247
H 0.65625 -30.89411 -4.57264 0.360
H 6.77479 -31.70460 -7.77903 0.283
H 6.59577 -25.81636 -1.89066 -0.609
N 2.48740 -30.83823 -2.40780 -0.728
H 8.43755 -24.75442 -0.16478 0.045
H 1.95457 -22.21126 -2.04375 0.262
C 8.94452 -28.84890 -4.52414 -1.245
H -0.85509 -24.81942 -5.49576 0.095
H 12.31041 -24.01928 -3.50526 0.380
C 6.21160 -25.82306 -5.41934 -1.673
C 2.95991 -21.93262 -2.27557 -0.678
H 7.73174 -29.03180 -8.99395 0.256
N 7.80798 -19.38297 -4.00948 -0.362
C 7.64707 -24.58789 -3.93826 -0.550
C 0.97603 -29.94547 -4.14106 -1.251
H 10.07073 -25.84714 -4.39050 -1.010
C 7.68773 -27.97951 -9.32076 -0.877
C 8.17097 -19.02220 -2.64841 0.669
H 8.47381 -27.60214 1.03166 0.295
H 6.16363 -23.96480 -9.05089 -0.160
H 6.66531 -31.44746 -4.82759 0.484
H -3.07215 -25.22476 -2.27388 0.238
C 2.38570 -30.04253 -3.61142 2.363
H 8.70288 -28.46930 -5.52387 -0.056
H 8.22172 -23.98096 -4.62719 0.281
H 4.43656 -24.81273 -7.10467 0.076
H 4.33035 -19.51883 -4.78357 0.316
H 1.60543 -23.77619 -6.86095 0.359
H 2.44141 -31.85195 -2.56018 0.287
C 10.95336 -23.00020 1.52941 -0.420
H -1.22785 -27.81216 -2.08814 0.467
C 7.48897 -30.82013 -5.13308 -1.190
C 10.25674 -23.12520 -7.10536 -0.768
H 6.20847 -18.87494 -1.66523 0.359
H -0.21978 -29.50703 -6.67171 0.265
H 11.40173 -25.03354 -2.39711 0.324
H 3.17572 -26.98864 -0.18089 0.213
H 3.76286 -21.64805 -5.97101 -0.437
H 3.84482 -19.27419 -6.38316 0.608
H -0.77087 -24.20745 -0.73115 0.270
C 3.34475 -30.51222 -4.66239 -1.739
H 8.17940 -17.89142 -2.57775 0.194
H 5.79341 -22.77544 -5.71255 -0.477
H -0.25153 -25.79487 -0.06015 0.241
C 4.62299 -19.64217 -5.82208 -1.889
H 9.90062 -29.39513 -4.42697 0.392
H 9.75486 -19.26307 -1.38451 0.551
H 6.80314 -20.51702 -1.69309 0.195
```

Values from the calculation:
Frontier orbital gap (hartree): 0.352
Total charge: 0

---

No. 2
Below is a cluster of 2 separate species, CH4ClPS2 in total at a distorted geometry, with properties calculated with wB97M-V/def2-TZVPD.

The geometry in XYZ format:
```
9
Properties=species:S:1:pos:R:3:mulliken_charge:R:1
P -0.11848 -1.51841 1.08639 0.393
Cl -0.79369 -0.88598 -2.64507 -0.251
H 0.88447 0.77684 0.67836 0.282
H -0.35881 0.60101 2.14539 0.279
H -1.87645 -0.86623 -1.84347 0.252
S 1.24460 -2.52021 0.17875 -0.223
S -1.52501 -2.44242 2.18084 -0.300
C -0.09054 0.39493 1.04802 -0.671
H -0.85643 0.78628 0.27452 0.239
```

Values from the calculation:
Frontier orbital gap (hartree): 0.294
Total charge: 0

---

No. 3
Below is an isolated molecule of CH2INO at a distorted geometry, with properties calculated with wB97M-V/def2-TZVPD.

The geometry in XYZ format:
```
6
Properties=species:S:1:pos:R:3:mulliken_charge:R:1
N -0.42027 0.12742 0.03375 -0.523
I -2.76219 0.53385 0.07374 0.217
O 1.25486 -1.62800 -0.15557 -0.468
H 1.48752 0.43236 -0.03069 0.121
C 0.76831 -0.52923 -0.02774 0.281
H -0.32824 1.06359 0.10651 0.372
```

Values from the calculation:
Frontier orbital gap (hartree): 0.276
Structure (SMILES): O=CNI
Total charge: 0

---

No. 4
Below is a cluster of 2 separate species, C4H12NO in total at a distorted geometry, with properties calculated with wB97M-V/def2-TZVPD.

The geometry in XYZ format:
```
18
Properties=species:S:1:pos:R:3:mulliken_charge:R:1
C 0.27791 1.81584 0.04285 -0.195
H -0.80343 -2.75167 -2.09913 0.280
C -1.23980 -0.12591 -0.40781 -0.614
H 0.39023 2.68038 0.69129 0.346
H 2.84377 2.72872 2.74401 0.329
H -2.04986 -2.30909 -0.90432 0.322
H 0.52589 -0.84648 -1.38062 0.313
H 3.32506 1.84070 1.52062 0.308
C -0.96499 -2.60920 -1.02511 -1.001
H -1.47016 0.34276 -1.34882 0.293
O 2.59087 2.13152 1.99799 -0.613
H 0.56470 -1.52858 0.16881 0.360
N -0.77856 1.14252 0.27591 -0.030
H -1.41919 1.40664 1.06625 0.333
C -0.16986 -1.28310 -0.60871 -0.374
H 1.15791 1.33078 -0.47682 0.233
H -2.12737 -0.45411 0.27233 0.393
H -0.65313 -3.51172 -0.52874 0.317
```

Values from the calculation:
Frontier orbital gap (hartree): 0.383
Total charge: +1